A 5-piece molecular cluster, H10O5 overall in a non-equilibrium geometry. Source: the Open Molecules 2025 dataset; level of theory: ωB97M-V with the def2-TZVPD basis set.

The geometry in XYZ format:
```
15
Properties=species:S:1:pos:R:3:forces:R:3:mulliken_charge:R:1
O -5.40652 17.80011 -14.65547 -0.6 -0.3 1.7 -0.6769
H -5.32325 17.41428 -15.51204 0.1 -0.3 -1.0 0.2965
H -5.77009 17.08039 -14.09617 0.4 0.5 -0.5 0.3332
O -8.76123 18.58120 -11.55119 -0.3 -1.2 -1.1 -0.6454
H -8.00355 18.95986 -12.01099 -0.1 0.4 0.3 0.3991
H -9.00595 19.08971 -10.79878 0.1 0.7 0.7 0.2952
O -6.00437 18.69185 -9.92837 -0.1 -0.4 -0.1 -0.6214
H -6.32538 19.21362 -10.66663 -0.2 0.0 -0.3 0.2935
H -5.48360 19.30242 -9.42066 0.4 0.3 0.5 0.3097
O -3.20221 19.30352 -11.82097 0.9 -3.0 -1.7 -0.5998
H -3.03223 20.11261 -11.46129 0.9 3.4 1.5 0.2812
H -4.11277 19.16245 -11.68493 -1.8 -0.5 0.3 0.3308
O -6.43747 19.70640 -12.64761 0.2 -1.5 0.0 -0.6623
H -6.13803 19.09576 -13.35925 0.0 0.6 0.3 0.3623
H -6.38076 20.57604 -13.00292 0.1 1.0 -0.5 0.3043
```
Forces are in eV/Å.

## Properties
HOMO level: -10.84 eV
LUMO level: 0.319 eV
energy relative to the best compared isomer or geometry (same formula, charge and spin): 26.0 kcal per mole
strongest force on any atom: 3.8 eV/A